Record 1
Formula: C48H114InN8O17
Source: the OMol25 dataset
Level of theory: ωB97M-V/def2-TZVPD

- net charge = +1
- gap between HOMO and LUMO (eV) = 2.74
- energy above the lowest of the compared OMol25 structures with the same formula, charge and spin (kcal/mol) = 89.6

Atoms and positions in Å:
In 2.383 1.230 3.259
C 0.385 0.882 -1.468
C 0.730 0.699 -0.087
C -0.403 0.248 0.913
O -0.138 0.173 2.092
C -1.698 -0.116 0.345
C -1.969 0.017 -1.014
C -0.880 0.561 -1.939
O -0.996 0.634 -3.192
O -3.045 -0.415 -1.448
O 1.796 0.923 0.438
H 1.196 1.272 -2.064
H -2.525 -0.340 1.009
C -4.386 1.723 2.739
C -4.148 1.171 4.186
C -5.493 0.929 4.791
O -5.435 0.559 6.172
C -6.536 -0.210 6.675
N -3.339 -0.018 4.113
H -5.081 1.053 2.222
H -3.528 1.673 2.063
H -4.746 2.751 2.678
H -3.421 1.875 4.605
H -6.037 0.188 4.199
H -6.026 1.884 4.771
H -6.877 -0.925 5.922
H -7.391 0.442 6.864
H -6.213 -0.734 7.569
H -3.815 -0.898 3.960
H -2.546 0.074 3.494
C -0.302 -2.682 -2.049
C 1.052 -2.208 -2.550
C 2.081 -3.364 -2.723
O 2.190 -3.997 -1.444
C 2.635 -5.328 -1.529
N 0.860 -1.673 -3.885
H -0.796 -3.285 -2.810
H -0.924 -1.794 -1.911
H -0.174 -3.200 -1.111
H 1.469 -1.430 -1.889
H 3.026 -2.959 -3.091
H 1.653 -4.086 -3.420
H 3.713 -5.409 -1.699
H 2.156 -5.997 -2.250
H 2.445 -5.811 -0.569
H 0.346 -0.791 -3.851
H 1.755 -1.229 -4.114
C -3.156 -4.477 1.200
C -2.756 -3.022 1.170
C -3.150 -2.230 2.415
O -4.483 -2.346 2.892
C -5.425 -1.847 1.989
N -1.332 -2.850 0.970
H -2.787 -5.018 2.073
H -2.991 -5.001 0.261
H -4.232 -4.465 1.401
H -3.212 -2.488 0.322
H -2.898 -1.162 2.376
H -2.607 -2.692 3.246
H -6.380 -2.098 2.459
H -5.458 -2.235 0.967
H -5.442 -0.751 1.895
H -1.109 -1.859 0.892
H -1.129 -3.216 0.048
C -4.375 -1.587 -4.687
C -5.190 -2.669 -4.021
C -5.141 -3.951 -4.826
O -6.259 -4.066 -5.714
C -6.121 -3.715 -7.062
N -4.748 -2.866 -2.625
H -4.229 -0.768 -3.986
H -4.914 -1.265 -5.579
H -3.356 -1.926 -4.894
H -6.212 -2.307 -3.881
H -5.134 -4.821 -4.169
H -4.246 -3.995 -5.454
H -5.262 -3.121 -7.393
H -7.023 -3.146 -7.294
H -6.066 -4.630 -7.662
H -3.746 -2.671 -2.591
H -5.033 -2.065 -2.065
C 2.202 5.528 0.072
C 1.872 4.686 1.326
C 0.401 4.259 1.455
O 0.318 3.278 2.495
C -1.008 3.144 2.979
N 2.722 3.490 1.267
H 1.804 6.545 0.115
H 1.730 5.180 -0.857
H 3.253 5.567 -0.215
H 2.174 5.349 2.139
H 0.039 3.833 0.512
H -0.206 5.141 1.665
H -1.047 2.131 3.388
H -1.705 2.941 2.155
H -1.396 3.959 3.586
H 2.372 3.048 0.415
H 3.625 3.775 0.899
C -5.112 1.654 -3.752
C -5.982 1.378 -2.546
O -5.574 2.058 -1.374
H -4.069 1.354 -3.672
H -5.272 2.601 -4.269
H -5.577 0.999 -4.500
H -6.026 0.291 -2.386
H -7.035 1.628 -2.687
H -4.689 1.704 -1.220
C -0.322 4.153 -5.023
C 0.365 3.834 -3.698
O -0.651 3.767 -2.669
H 0.191 3.834 -5.934
H -0.455 5.222 -5.187
H -1.256 3.594 -5.083
H 1.111 4.567 -3.394
H 0.791 2.828 -3.732
H -0.875 2.832 -2.712
C 7.192 -0.477 -3.554
O 6.449 0.689 -3.251
C 5.070 0.646 -3.356
C 4.456 0.367 -4.741
N 3.013 0.511 -4.680
C 2.364 0.656 -5.983
C 2.824 1.903 -6.720
O 2.082 1.936 -7.934
C 2.345 3.103 -8.694
H 7.992 -0.198 -4.237
H 6.527 -1.271 -3.898
H 7.655 -0.860 -2.640
H 4.624 1.574 -2.985
H 4.693 -0.058 -2.598
H 4.724 -0.646 -5.057
H 4.901 0.979 -5.526
H 2.564 1.079 -3.985
H 1.283 0.815 -5.902
H 2.464 -0.227 -6.616
H 3.862 1.690 -6.992
H 2.776 2.840 -6.162
H 3.064 3.821 -8.296
H 1.419 3.670 -8.833
H 2.632 2.804 -9.704
C -0.346 1.969 6.056
O 0.427 0.946 5.448
C -0.164 -0.337 5.688
C 0.993 -1.315 5.690
N 1.620 -1.479 4.380
C 0.822 -2.385 3.552
C 1.462 -2.572 2.166
O 2.190 -1.444 1.648
C 2.951 -1.806 0.526
H -1.411 1.763 5.900
H -0.224 2.951 5.598
H -0.167 2.050 7.130
H -0.862 -0.579 4.885
H -0.671 -0.480 6.644
H 0.516 -2.245 6.037
H 1.683 -1.033 6.484
H 2.463 -2.038 4.470
H -0.218 -2.102 3.372
H 0.744 -3.352 4.063
H 0.720 -2.850 1.414
H 2.197 -3.382 2.219
H 3.385 -0.877 0.151
H 2.323 -2.231 -0.264
H 3.812 -2.462 0.689
C 5.209 1.584 0.688
O 4.973 0.545 1.616
C 6.172 0.116 2.267
C 5.806 -1.019 3.233
N 5.011 -0.554 4.397
C 5.812 0.310 5.300
C 4.991 0.642 6.513
O 3.844 1.431 6.292
C 3.395 2.105 7.454
H 4.502 1.622 -0.138
H 6.180 1.569 0.182
H 5.176 2.447 1.361
H 6.532 0.913 2.920
H 6.964 -0.319 1.657
H 6.722 -1.496 3.610
H 5.321 -1.896 2.801
H 4.959 -1.440 4.893
H 6.313 1.153 4.829
H 6.608 -0.291 5.762
H 5.682 1.090 7.238
H 4.636 -0.262 7.025
H 4.279 2.523 7.942
H 2.898 1.388 8.116
H 2.680 2.890 7.237

Forces on atoms 1 to 3 (eV/Å):
In 0.2 -0.3 0.2
C 1.1 0.1 2.5
C -1.0 -0.2 1.9

***

Record 2
Formula: C48H116N8O9
Source: the OMol25 dataset
Level of theory: ωB97M-V/def2-TZVPD

- net charge = 0
- gap between HOMO and LUMO (eV) = 7.28
- energy above the lowest of the compared OMol25 structures with the same formula, charge and spin (kcal/mol) = 1460.6

Atoms and positions in Å:
C -11.594 1.290 27.708
C -10.154 1.384 27.181
C -9.846 0.190 26.173
C -10.579 0.385 24.788
C -10.236 1.744 24.207
C -10.407 2.972 25.179
N -9.897 2.646 26.562
O -9.964 3.728 27.462
C -9.527 4.107 24.680
C -11.865 3.450 25.099
C -9.282 1.211 28.376
H -12.320 1.205 26.899
H -11.818 2.202 28.261
H -11.883 0.511 28.414
H -8.784 0.245 25.932
H -9.966 -0.801 26.612
H -11.651 0.496 24.951
H -10.484 -0.484 24.136
H -11.082 1.946 23.550
H -9.335 1.804 23.597
H -8.467 3.864 24.759
H -9.708 4.434 23.656
H -9.703 5.037 25.221
H -11.959 4.269 25.812
H -12.049 3.932 24.138
H -12.575 2.710 25.469
H -9.533 0.214 28.738
H -9.589 1.897 29.165
H -8.227 1.304 28.120
H -9.022 3.892 27.549
C -12.134 -5.232 27.182
C -11.632 -4.566 28.541
C -10.234 -5.126 28.815
C -9.154 -4.513 27.858
C -9.143 -3.007 28.018
C -10.516 -2.324 27.845
N -11.585 -3.114 28.545
O -12.901 -2.566 28.414
C -10.598 -0.890 28.443
C -10.746 -2.112 26.289
C -12.444 -4.887 29.836
H -12.213 -6.315 27.275
H -11.522 -4.924 26.334
H -13.142 -5.034 26.819
H -9.961 -4.910 29.848
H -10.227 -6.205 28.666
H -9.341 -4.758 26.813
H -8.171 -4.956 28.019
H -8.375 -2.678 27.318
H -8.618 -2.748 28.938
H -9.703 -0.276 28.343
H -11.400 -0.281 28.025
H -10.653 -0.932 29.531
H -11.716 -1.642 26.130
H -10.020 -1.506 25.747
H -10.769 -3.078 25.785
H -13.503 -4.647 29.736
H -12.182 -4.276 30.700
H -12.284 -5.931 30.107
H -13.027 -2.190 29.289
C -16.807 -0.666 29.426
C -18.028 -1.427 28.960
C -19.283 -0.697 29.511
C -19.667 0.582 28.786
C -19.919 0.279 27.310
C -18.631 -0.338 26.650
N -18.178 -1.485 27.468
O -17.220 -2.189 26.768
C -19.087 -0.793 25.215
C -17.587 0.787 26.366
C -18.070 -2.884 29.567
H -16.832 -0.473 30.498
H -16.636 0.320 28.993
H -15.895 -1.177 29.117
H -20.175 -1.320 29.562
H -19.103 -0.392 30.542
H -18.948 1.386 28.947
H -20.633 0.880 29.193
H -20.272 1.171 26.792
H -20.708 -0.461 27.169
H -18.362 -1.490 24.795
H -19.947 -1.461 25.265
H -19.276 0.069 24.575
H -16.729 0.308 25.895
H -18.022 1.595 25.778
H -17.185 1.151 27.312
H -19.099 -3.232 29.655
H -17.507 -2.969 30.496
H -17.558 -3.642 28.974
H -17.665 -3.030 26.639
C -13.203 0.114 28.555
O -14.484 -0.173 29.045
H -13.305 0.629 27.600
H -12.766 0.763 29.314
H -12.617 -0.800 28.455
H -14.950 -0.665 28.365
C -15.596 0.133 32.779
C -14.467 -0.250 31.857
C -14.655 -1.517 30.901
O -14.820 -2.792 31.641
C -15.406 -3.831 30.859
N -14.241 0.899 30.988
H -16.362 0.646 32.199
H -15.213 0.817 33.537
H -15.917 -0.735 33.355
H -13.539 -0.399 32.410
H -13.823 -1.732 30.230
H -15.538 -1.314 30.296
H -15.558 -4.682 31.523
H -14.815 -4.042 29.967
H -16.420 -3.728 30.472
H -13.840 0.501 30.151
H -15.120 1.148 30.556
C -14.781 4.218 24.759
C -14.505 2.702 24.968
C -15.359 2.043 26.123
O -15.239 2.650 27.369
C -15.659 1.813 28.510
N -14.844 1.981 23.722
H -15.775 4.484 24.400
H -14.059 4.571 24.023
H -14.612 4.813 25.656
H -13.426 2.584 25.063
H -15.120 0.985 26.228
H -16.401 2.114 25.811
H -16.742 1.692 28.486
H -15.470 2.250 29.491
H -15.148 0.850 28.483
H -15.719 2.342 23.369
H -14.126 2.244 23.062
C -9.677 3.905 29.660
C -11.114 4.106 29.178
C -12.094 4.666 30.214
O -12.606 3.504 30.934
C -13.708 2.853 30.349
N -11.272 4.911 28.008
H -9.226 4.879 29.850
H -9.037 3.340 28.982
H -9.710 3.257 30.535
H -11.468 3.121 28.871
H -12.869 5.285 29.762
H -11.535 5.349 30.854
H -14.449 3.579 30.017
H -14.149 2.179 31.084
H -13.395 2.305 29.460
H -10.530 4.550 27.426
H -10.899 5.841 28.130
C -14.660 -2.368 28.658
C -14.583 -1.669 27.327
C -15.052 -2.509 26.082
O -14.292 -3.683 25.919
C -14.548 -4.362 24.749
N -15.523 -0.522 27.397
H -14.235 -1.857 29.522
H -14.110 -3.307 28.584
H -15.651 -2.757 28.891
H -13.598 -1.325 27.011
H -15.041 -1.901 25.177
H -16.113 -2.735 26.196
H -13.862 -5.187 24.554
H -14.477 -3.674 23.907
H -15.519 -4.855 24.709
H -16.501 -0.762 27.475
H -15.415 -0.047 26.512
C -11.649 -2.792 31.242
C -10.859 -1.492 31.534
C -11.637 -0.178 31.011
O -10.613 0.798 30.963
C -11.099 2.069 30.554
N -10.672 -1.392 32.941
H -12.608 -2.851 31.756
H -11.060 -3.649 31.570
H -11.730 -2.953 30.167
H -9.898 -1.459 31.022
H -12.534 0.097 31.565
H -12.064 -0.378 30.029
H -10.309 2.762 30.263
H -11.696 2.536 31.337
H -11.718 1.904 29.672
H -10.247 -0.490 33.105
H -11.483 -1.447 33.540

Forces on atoms 1 to 3 (eV/Å):
C 1.6 3.5 -2.9
C -0.9 -1.3 -0.4
C 0.6 4.0 -0.6